{
  "formula": "C20H25CaN6O",
  "method": "ωB97M-V/def2-TZVPD",
  "total_charge": 1,
  "orbital_gap_ev": 7.9,
  "largest_force_ha_per_bohr": 0.026,
  "e_lumo_ev": -2.995,
  "e_homo_ev": -10.901,
  "species": ["Ca", "C", "C", "C", "C", "C", "C", "N", "N", "C", "C", "C", "C", "C", "C", "H", "H", "H", "H", "H", "H", "H", "H", "H", "N", "C", "C", "N", "C", "H", "H", "H", "H", "C", "N", "C", "C", "O", "N", "C", "C", "H", "H", "H", "H", "H", "H", "H", "H", "H", "H", "H", "H"],
  "coordinates": [[-0.029, 0.825, 0.139], [4.953, -0.379, -2.772], [3.618, -0.126, -3.034], [2.736, 0.052, -1.977], [3.182, -0.020, -0.665], [4.519, -0.277, -0.397], [5.398, -0.455, -1.453], [2.175, 0.201, 0.349], [2.589, 0.155, 1.519], [1.669, 0.374, 2.595], [2.274, 0.176, 3.838], [1.523, 0.322, 4.990], [0.182, 0.668, 4.876], [-0.390, 0.875, 3.622], [0.317, 0.742, 2.421], [5.648, -0.523, -3.590], [3.262, -0.069, -4.055], [1.689, 0.248, -2.185], [4.854, -0.334, 0.630], [6.442, -0.656, -1.248], [3.323, -0.097, 3.877], [1.971, 0.166, 5.963], [-0.419, 0.778, 5.773], [-1.443, 1.143, 3.599], [-4.258, -0.130, -0.817], [-4.055, -1.190, 0.040], [-2.723, -1.210, 0.283], [-2.103, -0.178, -0.417], [-3.072, 0.452, -1.062], [-5.141, 0.155, -1.203], [-4.860, -1.816, 0.389], [-2.167, -1.889, 0.907], [-2.952, 1.313, -1.702], [-1.945, 3.662, 1.726], [-0.865, 4.411, 1.093], [-0.846, 5.831, 1.448], [-0.133, 3.880, 0.101], [-0.495, 2.805, -0.476], [0.999, 4.515, -0.305], [1.998, 4.992, 0.657], [1.564, 4.144, -1.601], [-2.907, 4.084, 1.429], [-1.849, 3.726, 2.808], [-1.917, 2.619, 1.443], [-1.871, 6.199, 1.461], [-0.292, 6.402, 0.716], [-0.417, 5.992, 2.437], [1.620, 4.949, 1.671], [2.303, 6.015, 0.431], [2.880, 4.350, 0.605], [0.782, 3.826, -2.280], [2.297, 3.340, -1.497], [2.066, 5.012, -2.025]],
  "mulliken_charge": [2.289, -0.467, -0.826, -0.090, 0.395, -0.363, -0.605, 0.166, -0.443, 0.276, -0.454, -0.557, -0.718, -0.371, -0.484, 0.391, 0.378, 0.221, 0.438, 0.380, 0.459, 0.374, 0.391, 0.375, -0.052, -0.357, -0.543, -0.365, -0.477, 0.204, 0.402, 0.421, 0.468, -0.782, 0.240, -1.167, 0.739, -0.858, 0.097, -1.058, -0.996, 0.405, 0.369, -0.001, 0.380, 0.398, 0.336, 0.389, 0.301, 0.362, 0.307, 0.353, 0.330]
}

{
  "formula": "C20H25Cl4NO3SSbSr",
  "method": "ωB97M-V/def2-TZVPD",
  "total_charge": -1,
  "orbital_gap_ev": 6.1,
  "largest_force_ha_per_bohr": 0.006,
  "e_lumo_ev": 2.285,
  "e_homo_ev": -3.794,
  "species": ["Sr", "Cl", "C", "C", "Cl", "C", "Cl", "C", "O", "C", "O", "C", "Cl", "O", "N", "C", "C", "C", "C", "C", "S", "H", "H", "H", "H", "C", "C", "C", "Sb", "C", "C", "C", "C", "C", "C", "H", "H", "H", "H", "H", "H", "H", "H", "H", "H", "H", "H", "H", "H", "H", "H", "H", "H", "H", "H", "H"],
  "coordinates": [[-0.256, -0.227, -0.254], [-7.317, -1.391, 0.664], [-5.795, -0.597, 0.402], [-5.747, 0.770, 0.222], [-7.200, 1.717, 0.248], [-4.502, 1.388, 0.014], [-4.415, 3.112, -0.224], [-3.306, 0.678, -0.012], [-2.142, 1.245, -0.188], [-3.358, -0.761, 0.155], [-2.247, -1.437, 0.105], [-4.607, -1.346, 0.366], [-4.653, -3.070, 0.578], [1.480, -0.008, -1.961], [2.523, -0.752, -2.258], [3.346, -0.296, -3.232], [4.465, -0.976, -3.617], [4.758, -2.183, -2.975], [3.917, -2.641, -1.996], [2.755, -1.938, -1.603], [1.710, -2.524, -0.388], [3.014, 0.641, -3.653], [5.093, -0.573, -4.398], [5.637, -2.752, -3.246], [4.109, -3.569, -1.478], [2.583, 5.470, 0.453], [2.471, 3.989, 0.113], [3.000, 3.692, -1.291], [0.510, 3.065, 0.340], [-0.672, 3.990, -1.215], [-0.452, 5.484, -1.413], [-0.545, 3.220, -2.526], [-0.219, 4.230, 2.007], [0.622, 3.954, 3.248], [-1.695, 3.929, 2.252], [3.626, 5.797, 0.375], [2.243, 5.693, 1.466], [1.997, 6.083, -0.233], [3.079, 3.426, 0.828], [2.448, 4.261, -2.042], [2.907, 2.633, -1.546], [4.055, 3.972, -1.377], [-1.679, 3.808, -0.832], [0.520, 5.686, -1.869], [-0.509, 6.047, -0.479], [-1.215, 5.886, -2.087], [0.477, 3.225, -2.914], [-1.193, 3.667, -3.287], [-0.861, 2.184, -2.402], [-0.106, 5.281, 1.724], [0.533, 2.907, 3.552], [0.281, 4.566, 4.090], [1.684, 4.164, 3.092], [-1.852, 2.871, 2.474], [-2.318, 4.158, 1.386], [-2.068, 4.511, 3.101]],
  "mulliken_charge": [1.555, -0.240, 0.177, -0.067, -0.246, 0.400, -0.233, -0.428, 0.053, 0.471, -1.253, 0.186, -0.236, -0.730, 0.241, -0.200, -0.777, -0.046, -0.751, 0.381, -0.476, 0.419, 0.370, 0.356, 0.362, -1.255, 0.212, -1.339, 0.312, 1.312, -1.499, -1.312, 0.271, -1.536, -1.394, 0.473, 0.257, 0.175, 0.368, 0.208, 0.212, 0.483, -0.637, 0.279, 0.317, 0.464, 0.265, 0.437, 0.280, 0.263, 0.340, 0.406, 0.335, 0.262, 0.294, 0.458]
}

{
  "formula": "C20H25F15O10",
  "method": "ωB97M-V/def2-TZVPD",
  "multiplicity": 2,
  "total_charge": -1,
  "orbital_gap_ev": [2.1, 7.2],
  "largest_force_ha_per_bohr": 0.108,
  "e_lumo_ev": [2.199, 2.146],
  "e_homo_ev": [0.113, -5.020],
  "species": ["C", "C", "O", "C", "O", "C", "F", "F", "F", "H", "H", "H", "H", "H", "C", "C", "O", "C", "O", "C", "F", "F", "F", "H", "H", "H", "H", "H", "C", "C", "O", "C", "O", "C", "F", "F", "F", "H", "H", "H", "H", "H", "C", "C", "O", "C", "O", "C", "F", "F", "F", "H", "H", "H", "H", "H", "C", "C", "O", "C", "O", "C", "F", "F", "F", "H", "H", "H", "H", "H"],
  "coordinates": [[15.691, -20.518, 0.224], [14.812, -19.821, -0.776], [13.510, -19.557, -0.228], [12.601, -20.579, -0.116], [12.757, -21.668, -0.611], [11.322, -20.287, 0.547], [11.474, -19.258, 1.371], [10.297, -20.011, -0.280], [10.907, -21.381, 1.169], [16.760, -20.460, 0.022], [15.459, -21.583, 0.232], [15.432, -20.191, 1.231], [14.526, -20.383, -1.665], [15.279, -18.881, -1.070], [20.498, -23.477, -0.978], [19.140, -22.806, -0.745], [18.795, -22.725, 0.638], [18.366, -23.788, 1.355], [18.010, -24.880, 0.857], [18.388, -23.583, 2.889], [19.073, -22.472, 3.269], [17.178, -23.439, 3.406], [19.037, -24.649, 3.455], [20.474, -24.471, -0.531], [21.288, -22.858, -0.554], [20.733, -23.614, -2.033], [18.365, -23.372, -1.262], [19.073, -21.777, -1.096], [18.291, -18.141, -5.162], [16.999, -18.591, -4.424], [16.483, -19.825, -4.978], [16.652, -21.068, -4.364], [17.218, -21.184, -3.258], [16.128, -22.145, -5.318], [14.927, -21.808, -5.863], [16.999, -22.167, -6.301], [16.005, -23.284, -4.700], [18.960, -18.997, -5.255], [18.783, -17.439, -4.489], [18.168, -17.681, -6.142], [16.236, -17.816, -4.492], [17.099, -18.753, -3.351], [13.386, -15.160, 0.818], [13.065, -16.017, -0.441], [11.674, -16.377, -0.472], [10.752, -15.473, -0.917], [11.005, -14.377, -1.462], [9.312, -15.941, -0.859], [8.574, -15.150, -0.045], [8.766, -15.925, -2.053], [9.189, -17.258, -0.377], [14.452, -15.112, 1.042], [13.014, -15.725, 1.673], [13.011, -14.137, 0.852], [13.780, -16.839, -0.489], [13.384, -15.496, -1.344], [8.988, -25.992, 2.187], [9.597, -24.791, 1.438], [10.919, -24.463, 1.891], [11.100, -23.867, 3.135], [10.228, -23.788, 4.006], [12.424, -23.110, 3.296], [13.165, -23.079, 2.200], [12.146, -21.900, 3.724], [13.178, -23.705, 4.284], [8.979, -25.726, 3.244], [9.449, -26.966, 2.023], [7.945, -26.126, 1.902], [8.990, -23.887, 1.491], [9.680, -24.979, 0.367]],
  "mulliken_charge": [-1.142, -0.074, -0.269, -0.110, -0.794, 0.893, -0.303, -0.342, -0.207, 0.395, 0.216, 0.338, 0.295, 0.127, -1.226, 0.018, -0.236, 0.403, -0.544, 0.789, -0.258, -0.211, -0.256, 0.324, 0.317, 0.369, 0.330, 0.197, -1.132, -0.188, -0.294, 0.401, -0.506, 0.897, -0.252, -0.240, -0.213, 0.312, 0.363, 0.317, 0.314, 0.190, -1.345, 0.235, -0.126, 0.304, -0.561, 0.821, -0.263, -0.250, -0.191, 0.438, 0.328, 0.344, -0.059, 0.310, -1.087, -0.270, -0.246, 0.282, -0.586, 1.035, -0.213, -0.232, -0.305, 0.307, 0.275, 0.369, 0.309, 0.368]
}

{
  "formula": "C20H25F6NO24PS2",
  "method": "ωB97M-V/def2-TZVPD",
  "total_charge": -1,
  "orbital_gap_ev": 8.1,
  "largest_force_ha_per_bohr": 0.008,
  "e_lumo_ev": 1.777,
  "e_homo_ev": -6.369,
  "species": ["O", "P", "S", "O", "O", "N", "S", "O", "O", "C", "C", "O", "H", "H", "H", "H", "H", "H", "H", "C", "C", "O", "C", "O", "O", "F", "H", "H", "H", "C", "C", "O", "C", "O", "O", "F", "H", "H", "H", "C", "C", "O", "C", "O", "O", "F", "H", "H", "H", "C", "C", "O", "C", "O", "O", "F", "H", "H", "H", "C", "C", "O", "C", "O", "O", "F", "H", "H", "H", "C", "C", "O", "C", "O", "O", "F", "H", "H", "H"],
  "coordinates": [[2.749, -2.713, -0.469], [2.945, -1.266, -0.694], [2.044, -0.458, -2.538], [1.872, -1.638, -3.344], [3.067, 0.474, -2.969], [0.691, 0.319, -2.308], [-0.254, 0.157, -1.056], [-1.496, 0.830, -1.370], [0.385, 0.578, 0.173], [-0.684, -1.553, -0.818], [-1.099, -2.312, -2.070], [-1.831, -3.481, -1.690], [4.270, -0.853, -0.921], [2.492, -0.409, 0.316], [-1.556, -1.475, -0.164], [0.103, -2.069, -0.266], [-1.777, -1.703, -2.667], [-0.230, -2.578, -2.669], [-1.309, -3.931, -1.015], [3.410, 3.073, -4.376], [3.138, 3.351, -5.840], [2.902, 4.755, -5.855], [3.498, 5.304, -4.766], [3.623, 6.474, -4.590], [3.932, 4.344, -3.933], [2.034, 2.722, -6.302], [2.491, 2.848, -3.841], [4.123, 2.278, -4.191], [3.966, 3.136, -6.519], [-2.101, 1.777, 1.543], [-2.677, 2.611, 2.668], [-3.348, 1.658, 3.462], [-2.807, 0.425, 3.206], [-3.062, -0.545, 3.841], [-1.965, 0.492, 2.166], [-3.579, 3.530, 2.225], [-2.815, 1.700, 0.722], [-1.151, 2.122, 1.151], [-1.940, 3.133, 3.281], [-3.635, -5.628, 2.429], [-3.644, -4.220, 3.002], [-2.339, -3.768, 2.724], [-1.841, -4.479, 1.680], [-0.858, -4.188, 1.085], [-2.634, -5.541, 1.412], [-3.846, -4.231, 4.339], [-3.316, -6.328, 3.202], [-4.578, -5.945, 1.995], [-4.360, -3.535, 2.545], [-1.076, 4.839, -2.329], [-0.269, 5.824, -1.499], [0.762, 5.023, -0.979], [0.913, 3.922, -1.784], [1.795, 3.143, -1.714], [-0.096, 3.872, -2.683], [-0.996, 6.345, -0.472], [-1.842, 4.370, -1.708], [-1.515, 5.265, -3.225], [0.166, 6.653, -2.061], [7.272, 3.157, -3.031], [7.247, 1.825, -2.304], [7.426, 0.897, -3.357], [8.043, 1.523, -4.393], [8.502, 0.980, -5.340], [8.076, 2.861, -4.176], [6.074, 1.596, -1.679], [6.268, 3.437, -3.354], [7.721, 3.965, -2.462], [8.055, 1.687, -1.581], [-5.800, -4.509, 8.126], [-6.248, -5.863, 8.646], [-6.429, -6.606, 7.462], [-5.679, -6.039, 6.469], [-5.476, -6.534, 5.415], [-5.197, -4.847, 6.880], [-7.428, -5.791, 9.314], [-6.672, -3.877, 7.953], [-5.078, -3.999, 8.757], [-5.526, -6.376, 9.284]],
  "mulliken_charge": [-0.645, 0.587, 0.525, -0.661, -0.325, -0.178, 1.105, -0.733, -0.591, -0.602, -0.444, -0.592, -0.046, 0.062, 0.382, 0.270, 0.357, 0.222, 0.328, 0.353, 0.277, -0.349, 0.667, -0.581, -0.389, -0.287, -0.309, 0.325, 0.273, -0.232, 0.485, -0.360, 0.576, -0.539, -0.195, -0.298, 0.182, 0.056, 0.266, -0.302, 0.249, -0.242, 0.632, -0.576, -0.330, -0.251, 0.238, 0.292, 0.243, -0.404, 0.269, -0.377, 0.824, -0.459, -0.259, -0.308, 0.250, 0.262, 0.259, 0.148, 0.235, -0.308, 0.650, -0.513, -0.361, -0.163, -0.134, 0.282, 0.196, -0.429, 0.301, -0.332, 0.644, -0.461, -0.217, -0.290, 0.277, 0.251, 0.270]
}